Formula: C8H10N2
Source: the OMol25 dataset
Level of theory: wB97M-V/def2-TZVPD

```
20
Properties=species:S:1:pos:R:3:forces:R:3
C 1.436862 -1.580082 -0.733785 -2.77 -1.35 1.63
C 0.578069 -1.059239 0.402076 -1.88 5.03 -1.50
C -0.640812 -1.801881 0.891039 -1.08 1.60 -0.11
C 1.310929 -0.399184 1.440988 0.61 -0.61 0.65
N 1.907048 0.217288 2.205515 0.13 0.10 0.27
C -0.165428 0.565984 -0.177625 0.33 -4.71 0.65
C -1.241166 0.660343 -1.027307 1.11 2.48 1.83
C -1.533127 2.067918 -0.986397 0.60 1.12 -2.04
C -0.575231 2.729162 -0.252280 -0.32 -1.60 0.74
N 0.151537 1.744010 0.363557 0.72 -0.03 -0.50
H 0.742409 -2.157309 -1.281239 -0.75 -0.31 -1.44
H 2.169113 -2.282811 -0.528625 1.69 -1.14 1.21
H 1.815928 -0.802939 -1.249825 1.27 2.42 -1.93
H -1.293993 -2.277133 0.127984 0.58 0.68 0.31
H -0.194180 -2.525813 1.453072 0.54 -2.71 1.81
H -1.222800 -1.143018 1.609242 0.53 -0.85 -1.10
H -1.814332 -0.080317 -1.469124 -0.65 -1.26 -0.85
H -2.063580 2.609444 -1.762332 -0.52 -0.21 0.31
H -0.138024 3.688107 -0.171173 -0.62 1.12 0.01
H 0.770776 1.827470 1.146239 0.48 0.23 0.06
```
Positions in Å, forces in eV/Å.

Computed properties:
DFT total energy	-11435.727	eV
LUMO energy	0.78	eV
net charge	0
HOMO energy	-8.398	eV
relative energy (zero: lowest compared OMol25 entry of this formula, charge and spin)	46.7	kcal/mol
SMILES string	CC(C)(C#N)c1ccc[nH]1

---

Formula: C2BrI3
Source: the OMol25 dataset
Level of theory: wB97M-V/def2-TZVPD

```
6
Properties=species:S:1:pos:R:3:forces:R:3
C -1.581187 0.841369 -0.480979 -0.03 -0.63 -2.10
C 1.539484 -0.699028 -0.563252 -0.81 -0.21 -0.86
Br -1.242180 1.604227 1.090215 -0.01 0.46 1.69
I -3.161158 -0.524773 -0.606692 0.11 0.16 0.40
I 1.486172 -1.937624 1.030701 0.00 -0.53 0.77
I 2.958870 0.715831 -0.469991 0.74 0.74 0.10
```
Positions in Å, forces in eV/Å.

Computed properties:
DFT total energy	-96411.390	eV
LUMO energy (alpha / beta)	-1.57 / -1.57	eV
net charge	0
HOMO energy (alpha / beta)	-8.489 / -8.488	eV
relative energy (zero: lowest compared OMol25 entry of this formula, charge and spin)	131.0	kcal/mol